[1]
Density functional theory data (ωB97M-V/def2-TZVPD) for C4H3LiMgO as an isolated structure.

Geometry as ORCA input:
```
! wB97M-V def2-TZVPD RIJCOSX def2/J DEFGRID3
* xyz 1 2
C 1.05313 -1.75744 1.78802
C 1.74898 -0.74250 1.94555
H 1.33364 0.26561 1.01578
Li -2.34718 -0.31847 -1.75862
O 0.11994 1.87556 -0.60435
C 0.12210 0.68763 -0.40538
C -0.38327 -0.52802 -0.68150
Mg -1.77662 3.05139 -0.38248
H 0.23019 -1.14235 -1.35139
H -0.10091 -1.39140 0.43437
*
```

Properties
- Kohn-Sham gap (alpha / beta): 4.5 / 5.6 eV
- HOMO energy (alpha / beta): -10.78 / -11.45 eV
- Energy above the lowest of the compared OMol25 structures with the same formula, charge and spin: 193.5 kcal per mole

=====

[2]
Density functional theory data (ωB97M-V/def2-TZVPD) for C4H3LiO6Zn as an isolated structure.

Geometry as ORCA input:
```
! wB97M-V def2-TZVPD RIJCOSX def2/J DEFGRID3
* xyz -1 2
O -3.98584 0.13588 1.22355
C -2.93681 0.82796 1.22456
O -2.93424 2.07369 1.37324
O -1.78883 0.14656 1.03979
C -0.57102 0.81703 0.88796
O 1.20097 1.92882 1.93492
C 1.85600 2.37186 3.04578
C 0.13262 1.05154 2.04597
O 1.92848 1.70143 4.08071
O 2.11938 3.60936 2.99578
Li -4.89340 1.85433 1.44235
Zn 2.63688 4.38273 4.53235
H -0.49316 1.49544 0.03634
H -0.37004 1.09337 3.01722
H 0.55963 -0.67013 2.59201
*
```

Properties
- Kohn-Sham gap (alpha / beta): 2.9 / 2.9 eV
- HOMO energy (alpha / beta): -1.96 / -1.96 eV

=====

[3]
Density functional theory data (ωB97M-V/def2-TZVPD) for one molecule with the formula C4H3N.

Geometry as ORCA input:
```
! wB97M-V def2-TZVPD RIJCOSX def2/J DEFGRID3
* xyz 0 1
C 2.09030 -0.55405 -0.01386
C 0.93175 -0.11642 -0.23407
C -0.44644 0.58128 0.05440
C -1.57316 -0.41736 0.01258
N -2.81619 -0.59140 -0.03935
H 2.94560 -1.05413 0.27924
H -0.81247 1.06109 -1.07191
H -0.31939 1.09098 1.01297
*
```

Properties
- Kohn-Sham gap: 10.7 eV
- HOMO energy: -10.55 eV
- Energy above the lowest of the compared OMol25 structures with the same formula, charge and spin: 58.2 kcal per mole
- SMILES: C#CCC#N

=====

[4]
Density functional theory data (ωB97M-V/def2-TZVPD) for one molecule with the formula C4H3N.

Geometry as ORCA input:
```
! wB97M-V def2-TZVPD RIJCOSX def2/J DEFGRID3
* xyz 0 1
C -1.09812 0.12561 -0.24953
C 0.07927 0.93920 -0.04765
C 1.27610 1.03756 0.20835
C 1.80499 -0.24794 0.41325
N 1.89035 -1.40382 0.51390
H -1.87252 0.25030 0.50758
H -0.57613 -0.85159 -0.08540
H -1.50393 0.15069 -1.26051
*
```

Properties
- Kohn-Sham gap: 10.0 eV
- HOMO energy: -10.41 eV
- Energy above the lowest of the compared OMol25 structures with the same formula, charge and spin: 44.1 kcal per mole
- SMILES: CC#CC#N

=====

[5]
Density functional theory data (ωB97M-V/def2-TZVPD) for one molecule with the formula C4H3N.

Geometry as ORCA input:
```
! wB97M-V def2-TZVPD RIJCOSX def2/J DEFGRID3
* xyz 0 1
C 0.53383 -1.28932 -0.68259
C 0.06512 -0.06399 0.00630
C -0.34264 0.95265 0.51505
C -0.92525 2.03925 1.20664
N -1.32238 3.15164 1.44410
H -0.14857 -1.66008 -1.47016
H 1.46477 -1.03547 -1.11644
H 0.67512 -2.09468 0.09709
*
```

Properties
- Kohn-Sham gap: 11.1 eV
- HOMO energy: -10.48 eV
- Energy above the lowest of the compared OMol25 structures with the same formula, charge and spin: 9.5 kcal per mole
- SMILES: CC#CC#N

=====

[6]
Density functional theory data (ωB97M-V/def2-TZVPD) for an isolated ion of composition C4H3N2 and charge +1.

Geometry as ORCA input:
```
! wB97M-V def2-TZVPD RIJCOSX def2/J DEFGRID3
* xyz 1 1
C 2.63512 0.37400 -0.34661
C 1.45761 -0.24176 0.77574
C 0.44893 0.22738 -0.02798
C -0.71231 0.32002 -0.59016
N 3.17246 -0.67708 -0.46739
N 1.65972 1.13265 0.27689
H 1.60031 -0.81515 1.68004
H -1.03558 1.18910 -1.27223
H -1.16174 -0.66706 -0.62442
*
```

Properties
- Kohn-Sham gap: 9.4 eV
- HOMO energy: -16.83 eV
- Energy above the lowest of the compared OMol25 structures with the same formula, charge and spin: 80.3 kcal per mole

=====

[7]
Density functional theory data (ωB97M-V/def2-TZVPD) for C4H3N3 as an isolated structure.

Geometry as ORCA input:
```
! wB97M-V def2-TZVPD RIJCOSX def2/J DEFGRID3
* xyz 0 1
N -1.06474 0.85444 2.73015
C -0.86210 0.94344 1.59319
C -0.66196 1.05104 0.24243
N -0.37116 1.24216 -0.94315
C 0.31270 0.19999 -1.51432
C 0.55705 -0.81642 -0.60730
N 0.09369 -0.63434 0.59968
H 0.60214 0.21517 -2.55016
H 1.08675 -1.71615 -0.86122
H 0.29370 -1.32455 1.34261
*
```

Properties
- Kohn-Sham gap: 8.9 eV
- HOMO energy: -8.75 eV
- Energy above the lowest of the compared OMol25 structures with the same formula, charge and spin: 77.7 kcal per mole

=====

[8]
Density functional theory data (ωB97M-V/def2-TZVPD) for one molecule with the formula C4H3N3.

Geometry as ORCA input:
```
! wB97M-V def2-TZVPD RIJCOSX def2/J DEFGRID3
* xyz 0 1
H -0.19451 0.95397 -2.17953
N 0.31392 0.55627 -1.39338
C -0.45608 0.02396 -0.53251
C -1.90808 0.01552 -0.68971
N -3.03720 0.08317 -0.93517
N 0.09703 -0.76007 0.50078
C 0.75269 -0.13743 1.69392
C 1.52204 -0.38589 0.70845
H 0.49814 0.06176 2.72053
H 2.41205 -0.41125 0.10662
*
```

Properties
- Kohn-Sham gap: 9.5 eV
- HOMO energy: -9.32 eV
- Energy above the lowest of the compared OMol25 structures with the same formula, charge and spin: 95.3 kcal per mole
- SMILES: [H]/N=C(\C#N)N1C=C1

=====

[9]
Density functional theory data (ωB97M-V/def2-TZVPD) for one molecule with the formula C4H3N3.

Geometry as ORCA input:
```
! wB97M-V def2-TZVPD RIJCOSX def2/J DEFGRID3
* xyz 0 3
C 3.25176 -0.11872 -0.04950
C -0.31677 -0.04117 -0.06112
C 0.11149 1.31114 0.01187
C 0.80387 -0.80637 0.00909
N 4.37520 -0.31723 -0.02016
N 1.39096 1.40533 0.06113
N 1.85109 0.15001 -0.03892
H -1.22635 -0.55683 -0.10548
H -0.63479 2.04220 0.01083
H 1.16979 -1.84234 0.07723
*
```

Properties
- Kohn-Sham gap (alpha / beta): 6.6 / 6.7 eV
- HOMO energy (alpha / beta): -5.84 / -10.13 eV
- Energy above the lowest of the compared OMol25 structures with the same formula, charge and spin: 41.1 kcal per mole

=====

[10]
Density functional theory data (ωB97M-V/def2-TZVPD) for C4H3N3O as an isolated structure.

Geometry as ORCA input:
```
! wB97M-V def2-TZVPD RIJCOSX def2/J DEFGRID3
* xyz 0 1
C 1.50153 0.94448 0.11732
C 0.09268 0.68050 0.52603
C -1.53362 -0.81877 -0.18771
C -0.08340 -0.84745 0.57103
H 1.83439 2.13826 -0.45720
H -2.20868 -1.79671 -0.25599
H -0.19778 -1.54165 1.57248
N 2.07886 -0.14574 -0.36688
N -1.03977 1.30323 0.03342
N -2.03468 0.33624 -0.37555
O 0.95975 -1.12607 -0.25703
*
```

Properties
- Kohn-Sham gap: 8.6 eV
- HOMO energy: -9.94 eV
- Energy above the lowest of the compared OMol25 structures with the same formula, charge and spin: 152.7 kcal per mole

=====

[11]
Density functional theory data (ωB97M-V/def2-TZVPD) for one molecule with the formula C4H3N3O.

Geometry as ORCA input:
```
! wB97M-V def2-TZVPD RIJCOSX def2/J DEFGRID3
* xyz 0 1
O -2.65908 -0.12885 -0.56400
C -1.41915 -0.16868 -0.21498
C -0.60467 1.00744 0.11500
C 0.77039 1.15559 0.04785
N 1.76257 0.44082 -0.62407
N 1.64449 -0.86151 -0.44171
C 0.52890 -1.46783 0.10633
N -0.72516 -1.32094 0.05632
H -1.31220 1.73372 0.58342
H 1.04965 2.04850 0.37426
H 0.96426 -2.43825 0.56158
*
```

Properties
- Kohn-Sham gap: 8.3 eV
- HOMO energy: -10.31 eV
- Energy above the lowest of the compared OMol25 structures with the same formula, charge and spin: 84.0 kcal per mole
- SMILES: O=c1ccnncn1

=====

[12]
Density functional theory data (ωB97M-V/def2-TZVPD) for one molecule with the formula C4H3N3O.

Geometry as ORCA input:
```
! wB97M-V def2-TZVPD RIJCOSX def2/J DEFGRID3
* xyz 0 1
H 3.19692 -0.97679 0.45514
N 2.10384 -1.23120 0.08966
C 1.19886 -0.30358 -0.06663
N -0.08866 -0.66555 -0.24988
C -1.00610 0.40635 -0.04093
C -2.34345 -0.04461 0.03800
N -3.38466 -0.72164 0.08246
C -0.21715 1.54034 0.03587
O 1.10985 1.09486 -0.01256
H -0.35471 -1.74810 -0.25351
H -0.21474 2.64993 -0.07762
*
```

Properties
- Kohn-Sham gap: 8.6 eV
- HOMO energy: -8.73 eV
- Energy above the lowest of the compared OMol25 structures with the same formula, charge and spin: 55.6 kcal per mole
- SMILES: [H]/N=c1/[nH]c(C#N)co1

=====

Respective strongest force on any atom values: 5.1; 4.1; 9.3; 1.2; 5.5; 2.3; 3.4; 1.2; 7.3; 4.9; 5.5; 8.7 eV/A.